Record 1
{
  "formula": "C60H144F6N11O18S6",
  "method": "ωB97M-V/def2-TZVPD",
  "species": ["H", "H", "C", "H", "H", "O", "H", "O", "H", "H", "H", "H", "H", "H", "C", "H", "C", "C", "H", "H", "H", "H", "H", "H", "H", "H", "H", "H", "C", "H", "C", "C", "H", "H", "C", "C", "C", "O", "H", "N", "H", "N", "H", "H", "C", "C", "H", "H", "H", "C", "H", "H", "S", "H", "N", "C", "H", "H", "C", "H", "C", "C", "H", "H", "H", "C", "H", "H", "O", "N", "H", "N", "F", "H", "H", "S", "H", "H", "H", "H", "S", "H", "H", "O", "F", "H", "H", "O", "O", "C", "C", "H", "H", "H", "O", "H", "C", "H", "H", "H", "O", "O", "H", "H", "H", "C", "H", "H", "O", "H", "C", "N", "H", "H", "H", "N", "F", "H", "C", "H", "H", "H", "C", "H", "H", "H", "H", "H", "H", "N", "C", "H", "H", "H", "O", "H", "N", "H", "H", "C", "H", "C", "H", "H", "C", "H", "H", "C", "H", "C", "S", "H", "C", "H", "O", "H", "C", "H", "H", "C", "H", "H", "C", "H", "H", "F", "C", "C", "H", "C", "C", "H", "H", "C", "H", "C", "C", "H", "C", "H", "C", "C", "H", "F", "H", "H", "S", "C", "N", "O", "C", "H", "S", "C", "H", "H", "C", "C", "F", "H", "H", "H", "H", "N", "H", "H", "C", "H", "C", "H", "H", "H", "C", "H", "H", "O", "O", "H", "H", "H", "H", "H", "C", "C", "H", "H", "H", "H", "H", "O", "C", "H", "O", "H", "C", "C", "H", "C", "H", "H", "C", "H", "H", "H", "H"],
  "coordinates": [[6.7866, 3.4913, 0.8705], [5.7182, 7.5690, 3.6613], [-7.0309, -5.0733, 2.8500], [3.2717, 1.9872, -0.6744], [4.6670, 2.6171, 4.5405], [3.2949, -2.0772, 3.2387], [-7.5557, -3.2623, 3.7778], [-4.7239, -0.1088, 3.9528], [1.1647, 3.1830, -2.1062], [-6.5925, -6.1751, 0.6403], [3.2152, -6.9776, 2.9904], [4.7358, -3.1522, 2.2082], [3.9130, 4.1035, 4.0836], [3.7120, 3.2792, -2.4762], [-1.2405, 4.0290, -6.4289], [0.5021, 4.7799, -1.9293], [6.0158, 4.2617, 0.8927], [-0.0249, -0.9399, 4.0060], [-6.9561, 0.6877, -4.2818], [4.6196, 1.1738, 0.1771], [7.1260, 0.5515, -4.8259], [-3.2090, 0.9367, -3.3154], [-1.3603, 5.1509, 3.8157], [4.3646, 1.8186, -5.4896], [-5.5056, -4.9910, -0.0457], [-0.1577, 3.5134, 2.1484], [-2.5994, -5.8324, 2.2180], [0.8335, 1.9295, 7.6012], [2.5351, 2.7981, 2.5038], [5.0420, -2.9032, 3.9437], [4.1656, -5.9094, 0.6021], [4.7936, 5.9817, 2.3108], [6.0942, 4.9506, 0.0517], [4.0638, 0.3656, -1.1848], [4.5518, 3.3062, 3.7038], [-3.2758, 2.3688, 0.8626], [-7.2052, -2.5906, 0.9001], [-0.1402, -2.7763, -4.6947], [1.7371, -6.9510, 2.1113], [-3.2568, -4.4571, -3.9777], [0.0536, -4.8884, 0.9207], [-3.0067, -0.3117, 5.9651], [4.9381, -5.7065, 1.3438], [0.2352, 2.9124, -5.4111], [7.4044, 5.6523, 2.2580], [-0.5320, 3.3713, 0.0363], [-1.3302, 0.1138, -7.3341], [4.7416, 6.4454, 1.3257], [0.9988, -1.2912, 3.8772], [5.1272, 1.0501, -5.6166], [-1.2043, -0.6012, 5.8288], [-0.8376, 2.6580, -0.7291], [-4.4253, -5.6495, -3.9456], [-5.4040, 2.0458, 0.3210], [2.5688, -4.9594, 2.4672], [-0.6349, 0.8268, -6.8911], [9.5288, 2.0867, -4.1014], [-0.6984, 3.7821, -7.3418], [4.8167, 6.9611, 3.5852], [2.2191, 3.7992, 2.2104], [7.2974, 3.2238, -5.4182], [-7.7137, -0.1167, 1.5589], [1.4733, 1.3513, -4.7600], [-3.1571, 2.6119, -3.7424], [-8.0252, 0.8497, 1.1623], [-4.3885, -4.8011, 2.7630], [4.8800, 3.7467, -4.5484], [7.8795, 3.5751, -2.8481], [-1.9789, -2.7064, 0.3547], [5.9944, 5.0069, 2.2199], [-2.8934, 1.3508, 0.7882], [6.7311, 2.5697, -4.1862], [-3.0804, -1.7749, 4.1436], [-3.4769, 2.3921, 3.5044], [-8.1590, -2.9949, 1.2393], [-4.0488, -3.5182, -3.0441], [-0.8402, 1.7755, 7.0908], [0.1333, 5.5401, -5.9930], [-3.1412, 2.8270, -0.1173], [1.1618, -3.8495, 3.6418], [-4.1819, -0.9892, 4.9959], [6.0131, 0.6165, -3.5820], [-0.2878, -5.6969, 2.4974], [5.0770, 2.2246, -1.5555], [1.4669, 0.2319, 0.4663], [3.8505, -6.9524, 0.5708], [-3.9203, -6.8399, 0.1322], [-5.0187, -2.1338, 5.5375], [-5.1027, -2.6688, -3.5699], [-4.4031, -6.4780, 1.0399], [-2.4167, 2.3294, 3.2591], [-0.2878, -0.0414, 3.4477], [-5.2734, 2.5767, -4.8494], [1.2736, -0.2694, -4.2882], [-4.3415, 1.8713, 6.0533], [3.0983, -0.0419, 2.9344], [-7.3241, -4.2628, 4.1432], [1.7959, -6.4124, 3.8269], [-4.9775, -2.8467, 1.2599], [7.5464, 4.2805, -5.3209], [0.7220, -1.7826, -0.5597], [-5.7721, -5.3040, -4.3808], [6.3047, 4.5724, 4.2844], [2.0962, -5.1989, 0.3401], [0.5129, -6.2012, -5.4195], [0.8208, 0.4934, -4.9216], [-0.4580, -5.5615, -3.1567], [4.6012, -0.6437, 2.3777], [0.8402, 3.8111, -0.1498], [-1.6001, -4.7209, -3.9698], [0.6063, 0.5618, 5.9256], [-0.8828, -0.4097, 1.1092], [-1.1121, -0.3090, -4.4582], [1.4809, -3.1655, 2.0072], [-5.6768, -0.3082, -3.7364], [-0.6559, -5.0759, -4.0199], [-2.8238, -2.4925, -3.1237], [0.1840, -1.3650, 6.1000], [7.6813, 2.5147, -3.0040], [6.5980, 3.1412, -6.2502], [8.7994, 0.5903, -3.4596], [5.8023, 4.2333, -3.1210], [5.9398, 3.9869, 3.4404], [-3.2321, -4.7436, 0.9972], [0.5672, -0.9879, -6.4517], [1.4715, 0.4763, -6.9290], [6.5681, 3.1164, 3.2521], [-4.5983, -7.3791, 1.6213], [-8.9239, -4.4853, 5.8547], [-5.7800, -4.5846, 2.0663], [-7.2541, -1.1314, 0.4615], [4.4892, -5.0816, 3.5839], [3.2275, -3.9126, 0.5947], [4.3357, -0.5221, 4.1363], [-2.6371, -0.6979, -0.8230], [-1.2754, -6.6516, -5.2303], [-2.3034, 3.0868, 1.9613], [-0.5280, 1.6212, -7.6297], [-5.8773, -2.4825, 2.7048], [-5.7029, -5.5810, 0.8494], [4.7109, -5.6312, -0.2998], [1.4696, -3.9289, -3.2391], [-6.9525, 0.0980, 2.3090], [-7.1515, -3.2530, 0.0361], [-8.3750, -4.9839, 5.0559], [-6.2315, -0.8953, 0.1671], [-0.7273, -1.7564, 3.8381], [6.2364, 1.1071, -4.5294], [-0.7622, -5.2535, -6.2036], [-3.5179, -5.4786, 1.7496], [-1.9634, -1.2269, 0.3458], [-5.0598, 1.6146, 1.9741], [-0.0238, -4.7632, 2.0008], [2.0493, -3.0059, -3.2492], [3.9804, 2.7252, 2.5155], [-2.1285, 1.2851, 3.1392], [-2.8984, 1.3081, -5.5213], [-3.6362, 4.5037, 2.6838], [-1.4048, 6.2602, -6.3350], [-5.9372, -3.0069, 1.7511], [8.2154, 2.8079, -5.8335], [-1.2347, 5.3587, -4.7918], [8.9796, 1.6482, -3.2683], [-3.9938, -3.8752, 3.1815], [3.9039, 5.3526, 2.2807], [-3.7047, -6.3939, -5.2218], [-0.8534, 2.9645, -5.3953], [-0.6256, 0.6641, -4.5254], [9.6576, 1.5319, -2.4227], [-2.7099, 4.6170, 2.1206], [0.0885, 1.2232, 7.2347], [-7.8610, -5.8302, 5.5115], [8.2058, 4.9476, 2.4798], [1.2255, 4.0868, -1.4998], [-0.9471, -4.1858, 2.0471], [-0.8331, 2.9588, 1.4969], [2.3017, -6.3972, 2.8614], [-7.9202, -5.0595, 2.2198], [3.8738, -0.7674, 3.1800], [6.6131, 7.0164, 0.7410], [-5.9025, 0.4738, -4.4615], [1.2749, -4.0695, 2.5803], [2.2397, 4.4860, -1.4982], [-2.8304, 1.1037, 7.6859], [-0.5204, 1.9222, 1.6225], [-2.9384, 0.2477, -5.7707], [-3.9800, 0.6081, 6.7097], [-1.6593, 5.4629, 2.8150], [-0.2374, -0.6383, 5.5394], [-4.9742, 0.0502, 7.6118], [5.4201, 3.3770, -3.6768], [4.5670, 6.5394, 4.5588], [0.2120, -0.5078, -0.2086], [4.1674, 1.3777, -0.7935], [-5.3367, 2.1616, -3.1392], [-9.1243, -5.4700, 4.4311], [4.2707, -3.0591, 3.1896], [4.5191, 2.6203, -2.7963], [-3.0896, -0.9176, 1.4480], [7.4118, 6.2757, 3.1521], [-2.9973, 4.9692, 1.1299], [8.1711, 7.5019, 1.3253], [-7.9452, -0.9755, -0.3668], [-1.3145, 1.4784, -5.6125], [1.1645, -4.1906, -2.2259], [-1.1009, 4.2804, -0.1584], [-0.5226, -5.8707, -5.3378], [2.1282, 2.1642, 1.7160], [7.5740, 6.6249, 1.0752], [4.7140, 0.0414, -5.6190], [-0.7304, 1.1245, -3.5429], [-6.8055, -6.1209, 3.0496], [-4.8607, 2.3661, 1.2101], [-5.8301, 0.1491, -5.4995], [4.1135, 1.7248, -3.2671], [-4.0753, -3.8239, -1.6003], [-4.3286, -6.7022, -2.9043], [-6.3984, -4.1745, 4.7119], [4.0657, 7.7480, 3.5152], [2.0095, 2.6844, 3.4519], [-0.7473, 5.5130, 2.2202], [8.0216, 6.0357, 0.2748], [-5.0900, 1.7790, -4.1296], [3.6374, -4.4128, 3.4605], [-1.7936, 2.8217, 4.0058], [-5.2368, 3.3419, 1.5174], [-4.6356, -5.5319, 3.5330], [5.6436, 1.1454, -6.5718], [5.0196, 3.8381, 0.7652], [1.5623, 0.9804, 5.2990], [0.6005, 0.1000, -6.3925], [0.0231, 0.4454, 7.9955], [0.0357, 0.4075, -1.3270], [-8.6136, -0.5042, 2.0366], [2.9811, -4.9251, 0.9145], [-0.9378, 5.4090, -5.8394], [2.0332, -4.7730, -3.6365], [-3.5193, 1.6428, -4.0856], [-3.2759, 1.8800, -6.3689], [-1.9946, 6.4992, 2.8583], [0.1654, -3.7947, -4.0690], [7.2821, 2.2182, -2.0340], [-2.2379, 3.8438, -6.8279], [3.1406, -4.4706, 4.4289], [-1.0798, 3.1456, -4.3446]],
  "gap_ev": 8.78,
  "e_homo_ev": -17.7,
  "charge": 5,
  "lumo_ev": -8.96
}


Record 2
{
  "formula": "C5H8N2O",
  "method": "ωB97M-V/def2-TZVPD",
  "species": ["C", "H", "H", "H", "N", "H", "H", "O", "H", "C", "H", "N", "C", "C", "C", "H"],
  "coordinates": [[0.9783, -0.0032, 0.5798], [1.0858, 2.5280, -0.5093], [0.0517, -1.1909, 1.7354], [-0.5375, -1.3371, -1.4756], [-0.0830, 2.0416, -0.0982], [1.5951, 1.0948, 0.6430], [-0.5207, 2.5392, 0.9561], [1.1816, -0.9490, 1.7547], [-3.5359, -0.9987, 0.2358], [-1.4130, -0.1649, 0.1901], [1.7346, 0.3587, -1.4921], [0.5106, -1.5056, -1.2722], [-0.1527, 0.6373, -0.1503], [0.8304, -0.1679, -0.8938], [-2.4882, -0.6265, 0.4388], [0.7628, -2.2558, -0.6423]],
  "gap_ev": 8.86,
  "e_homo_ev": -8.4,
  "lumo_ev": 0.46,
  "de_lowest_ev": 9.1182
}


Record 3
{
  "formula": "C20H24N4O7S",
  "method": "ωB97M-V/def2-TZVPD",
  "species": ["C", "N", "C", "H", "H", "H", "H", "C", "O", "H", "C", "C", "C", "H", "C", "S", "C", "O", "C", "H", "H", "C", "C", "H", "H", "N", "H", "C", "H", "H", "O", "N", "C", "C", "H", "O", "C", "C", "O", "H", "O", "H", "H", "H", "H", "N", "O", "H", "H", "H", "C", "H", "C", "C", "H", "C"],
  "coordinates": [[-3.8103, -0.0578, -1.0734], [3.8062, -0.5472, -0.2184], [-0.7829, -1.5915, -0.4384], [-3.0898, -0.0016, -3.4173], [3.8084, 0.4602, 2.3443], [-4.8960, -2.7681, -0.1502], [4.3650, -1.0445, 3.1001], [-3.8016, 1.2700, 1.0003], [-1.9583, 2.9601, -1.4693], [6.2735, 0.5133, 2.5956], [-4.1725, -2.4480, 0.6029], [-0.7796, -2.1399, -1.7186], [5.8207, -0.0908, 1.8076], [-1.5965, -2.7761, -2.0200], [5.8257, 0.6762, 0.4870], [2.6183, 0.6124, -0.4397], [0.2501, -0.7427, -0.0454], [2.9997, 1.4157, -1.5624], [-2.6397, 2.1088, -0.9485], [-3.7827, 2.1795, 2.8273], [-2.9568, 1.7780, -3.5454], [-4.5364, -1.0605, 1.1251], [-4.0996, 0.0746, 0.3353], [0.2434, -0.2921, 0.9355], [5.2673, 1.6076, 0.6015], [-3.0848, 2.2400, 0.3682], [5.0616, 0.4047, -1.5253], [1.2817, -1.0057, -2.2011], [6.4123, -1.0043, 1.6996], [-2.1736, 4.0781, 0.3508], [-5.1010, -0.9659, 2.2070], [-4.2200, 1.4832, 2.2494], [1.2678, -0.4616, -0.9299], [4.3856, -0.4512, 2.1844], [-3.5967, 3.9826, 1.4162], [-1.9574, -1.3137, 1.6102], [-2.7088, 3.4548, 1.0660], [3.7323, -1.2416, 1.0505], [-2.9129, -2.4813, -0.0545], [-4.1800, -3.1345, 1.4566], [-4.1890, -0.9587, -1.7954], [-1.5444, 0.8255, -3.0542], [-2.0421, 3.2316, 1.9008], [2.0902, -0.7449, -2.8652], [0.2493, -2.2684, -3.5884], [-3.0502, 0.9895, -1.6132], [2.2465, 1.2737, 0.7808], [4.2303, -2.2097, 0.9248], [6.8460, 0.9165, 0.1842], [5.7189, -1.0780, -0.7858], [-1.9185, -1.7904, 0.4991], [-4.6661, 0.6678, 2.6815], [5.1505, -0.1608, -0.5977], [-2.6314, 0.8923, -3.0014], [2.6760, -1.4180, 1.2613], [0.2525, -1.8472, -2.5947]],
  "gap_ev": 8.85,
  "smiles": "Cn1c(N)c(C(=O)COC(=O)c2cccc(S(=O)(=O)N3CCCCC3)c2)c(=O)n(C)c1=O",
  "e_homo_ev": -8.8,
  "lumo_ev": 0.01,
  "de_lowest_ev": 0.2583
}


Record 4
{
  "formula": "C19H28HfN2O2",
  "method": "ωB97M-V/def2-TZVPD",
  "species": ["H", "C", "N", "H", "O", "H", "C", "C", "H", "H", "C", "Hf", "H", "O", "C", "C", "C", "C", "C", "H", "H", "C", "C", "C", "C", "H", "H", "H", "H", "C", "H", "C", "C", "H", "H", "H", "H", "H", "C", "H", "H", "H", "C", "H", "H", "H", "H", "H", "C", "H", "N", "H"],
  "coordinates": [[-0.0655, -0.0268, 1.2054], [1.1936, -2.3066, 0.7020], [2.5395, 1.8121, -2.1117], [-1.6044, 0.1688, 2.7673], [3.1910, 0.2986, 1.3523], [-2.3912, 1.2962, 3.8603], [1.0801, -1.0731, -0.2649], [-3.4515, -3.5566, 1.5528], [0.3300, -4.2367, 1.1274], [1.2413, 3.3204, 0.0953], [-3.3804, -2.0915, -0.4332], [-1.6935, 4.2382, 0.0778], [-4.0586, -4.0395, 2.3290], [4.6570, -0.0320, -0.1706], [-1.3122, 2.2372, 2.1656], [-2.0275, -2.3176, -0.5348], [0.1743, -3.4606, 0.3540], [-1.4678, 1.1476, 3.2787], [0.8223, 1.2284, -0.2409], [2.1099, 3.5467, -3.3229], [-3.8580, -1.4356, -1.1703], [-1.2982, -3.1410, 0.4003], [-4.1521, -2.7180, 0.6294], [3.4616, -0.0431, 0.1864], [1.4402, 1.7981, -4.3985], [0.9199, 1.9583, 2.3135], [-1.6376, -4.4208, 2.2229], [2.0554, 2.1561, -5.2342], [0.6029, -1.4939, -1.1694], [0.3881, 2.6295, 0.2753], [2.7911, -1.1539, -1.5869], [2.3856, -0.4481, -0.8422], [-2.0963, -3.7612, 1.4770], [0.4134, -3.9362, -0.6198], [0.9504, 0.3548, -2.1507], [-5.2343, -2.5462, 0.6693], [0.6527, 2.7532, -2.6232], [-0.5247, 3.0365, -0.2276], [1.6748, 2.5686, -3.0637], [0.3827, 1.8828, -4.7151], [-0.5783, 1.0326, 3.9182], [-1.5220, -1.8347, -1.3771], [1.7000, 0.8372, -1.4811], [-1.7431, 1.7829, 1.2203], [0.3619, 3.6210, 2.2603], [1.1477, -1.9977, 1.7624], [1.6001, 0.7140, -4.2315], [2.2054, -2.7341, 0.5541], [0.1805, 2.6163, 1.8156], [2.8593, 2.4780, -1.4072], [0.4859, 0.1422, 0.3641], [-1.9015, 3.1493, 2.4405]],
  "gap_ev": 2.17,
  "e_homo_ev": -19.7,
  "charge": 4,
  "lumo_ev": -17.49
}


- Which formula does entry 4 have?
  C19H28HfN2O2


Repeat the second record exactly.
{
  "formula": "C5H8N2O",
  "method": "ωB97M-V/def2-TZVPD",
  "species": ["C", "H", "H", "H", "N", "H", "H", "O", "H", "C", "H", "N", "C", "C", "C", "H"],
  "coordinates": [[0.9783, -0.0032, 0.5798], [1.0858, 2.5280, -0.5093], [0.0517, -1.1909, 1.7354], [-0.5375, -1.3371, -1.4756], [-0.0830, 2.0416, -0.0982], [1.5951, 1.0948, 0.6430], [-0.5207, 2.5392, 0.9561], [1.1816, -0.9490, 1.7547], [-3.5359, -0.9987, 0.2358], [-1.4130, -0.1649, 0.1901], [1.7346, 0.3587, -1.4921], [0.5106, -1.5056, -1.2722], [-0.1527, 0.6373, -0.1503], [0.8304, -0.1679, -0.8938], [-2.4882, -0.6265, 0.4388], [0.7628, -2.2558, -0.6423]],
  "gap_ev": 8.86,
  "e_homo_ev": -8.4,
  "lumo_ev": 0.46,
  "de_lowest_ev": 9.1182
}